ORCA calculation (ωB97M-V/def2-TZVPD) on a cluster of 17 separate species, C76H144B5F20N16O8 in total in a non-equilibrium geometry.

Results
Gap between HOMO and LUMO ... 0.948 eV
E_tot ... -179077.82408 eV

Structure (ORCA input):
```
! wB97M-V def2-TZVPD RIJCOSX def2/J DEFGRID3
* xyz 3 1
C 3.235 3.207 -2.576
C 2.175 3.628 -3.592
C 0.802 3.048 -3.288
C -0.008 3.744 -2.130
C -0.217 5.226 -2.471
C 1.199 5.975 -2.759
N 2.100 5.147 -3.694
O 3.300 5.748 -4.089
C 1.893 6.090 -1.346
C 0.798 7.309 -3.474
C 2.497 3.067 -4.960
H 3.176 3.616 -1.567
H 4.266 3.500 -2.773
H 3.148 2.125 -2.478
H 0.738 1.961 -3.234
H 0.272 3.158 -4.234
H 0.475 3.563 -1.170
H -0.999 3.291 -2.108
H -0.776 5.796 -1.728
H -0.897 5.276 -3.321
H 1.616 6.992 -0.799
H 2.961 6.237 -1.506
H 1.779 5.208 -0.717
H 1.660 7.963 -3.602
H 0.188 7.921 -2.809
H 0.353 7.073 -4.440
H 3.501 3.347 -5.279
H 1.751 3.247 -5.734
H 2.668 1.995 -5.058
C -6.770 14.395 -9.488
C -5.578 15.269 -9.156
C -6.052 16.191 -7.948
C -6.140 15.415 -6.601
C -4.713 15.047 -6.258
C -4.166 13.951 -7.234
N -4.404 14.421 -8.689
O -3.768 13.599 -9.682
C -4.815 12.565 -6.994
C -2.568 13.849 -7.056
C -5.106 16.143 -10.340
H -7.568 15.111 -9.686
H -7.143 13.711 -8.726
H -6.620 13.932 -10.463
H -6.987 16.709 -8.156
H -5.407 17.054 -8.112
H -6.780 14.541 -6.731
H -6.553 16.030 -5.802
H -4.665 14.717 -5.220
H -4.154 15.981 -6.309
H -5.883 12.570 -7.211
H -4.475 12.203 -6.024
H -4.334 11.808 -7.614
H -2.181 13.009 -7.633
H -2.234 13.840 -6.018
H -2.137 14.748 -7.497
H -4.769 15.591 -11.217
H -4.436 16.972 -10.116
H -5.974 16.720 -10.659
C -3.490 15.412 4.767
C -3.037 13.896 4.539
C -3.814 12.960 5.472
C -5.335 12.904 5.141
C -5.598 12.507 3.663
C -4.698 13.186 2.525
N -3.363 13.365 3.095
O -2.242 13.360 2.224
C -5.374 14.531 2.158
C -4.646 12.251 1.310
C -1.584 13.581 4.915
H -3.393 16.037 3.880
H -2.876 15.889 5.532
H -4.525 15.504 5.097
H -3.524 13.237 6.485
H -3.512 11.918 5.366
H -5.836 13.830 5.421
H -5.785 12.136 5.771
H -6.632 12.610 3.335
H -5.521 11.422 3.735
H -5.736 15.073 3.031
H -6.267 14.435 1.541
H -4.592 15.108 1.662
H -4.130 12.744 0.485
H -5.640 12.109 0.886
H -4.277 11.237 1.463
H -1.360 13.725 5.972
H -0.866 14.230 4.414
H -1.435 12.525 4.688
C 8.968 14.496 -1.315
C 7.569 15.178 -1.275
C 6.892 14.634 -2.582
C 5.363 14.690 -2.506
C 4.882 13.866 -1.312
C 5.349 14.543 0.070
N 6.848 14.673 0.019
O 7.613 14.345 1.188
C 5.035 13.519 1.187
C 4.687 15.967 0.468
C 7.701 16.705 -1.352
H 9.595 14.984 -0.568
H 9.443 14.701 -2.274
H 9.076 13.412 -1.312
H 7.112 13.580 -2.748
H 7.091 15.168 -3.511
H 4.848 14.473 -3.441
H 4.938 15.681 -2.349
H 5.141 12.811 -1.398
H 3.800 13.763 -1.227
H 5.347 13.847 2.178
H 5.539 12.580 0.956
H 3.971 13.311 1.304
H 5.365 16.819 0.508
H 4.128 15.960 1.404
H 3.920 16.149 -0.285
H 6.726 17.190 -1.333
H 8.108 17.089 -2.287
H 8.420 17.151 -0.665
C -15.145 12.027 -0.291
C -14.449 13.346 0.200
N -14.267 13.430 1.673
C -15.206 13.438 2.669
C -14.566 13.654 3.921
N -13.234 13.730 3.661
C -13.052 13.608 2.334
C -12.279 14.030 4.582
H -15.289 12.073 -1.370
H -16.104 11.932 0.219
H -14.512 11.163 -0.088
H -15.002 14.256 -0.033
H -13.470 13.463 -0.264
H -16.254 13.240 2.501
H -14.929 13.743 4.934
H -12.137 13.771 1.783
H -11.978 13.304 5.337
H -12.601 14.871 5.195
H -11.349 14.351 4.112
C -6.322 10.989 15.830
C -6.233 9.430 15.965
N -5.181 8.854 15.121
C -4.713 7.522 15.341
C -3.724 7.302 14.407
N -3.591 8.460 13.598
C -4.488 9.378 14.071
C -2.692 8.694 12.411
H -6.555 11.305 14.813
H -5.312 11.380 15.955
H -6.998 11.497 16.519
H -7.136 8.860 15.745
H -5.935 9.342 17.010
H -5.060 6.965 16.199
H -3.052 6.471 14.251
H -4.607 10.331 13.577
H -2.557 7.719 11.942
H -1.710 9.052 12.720
H -3.176 9.399 11.736
C -7.341 29.680 2.772
C -5.838 29.047 2.580
N -5.780 27.613 2.768
C -6.815 26.771 3.204
C -6.347 25.459 3.126
N -5.039 25.460 2.683
C -4.702 26.785 2.573
C -4.245 24.262 2.334
H -8.002 29.120 2.109
H -7.311 30.753 2.584
H -7.625 29.556 3.817
H -5.097 29.409 3.292
H -5.423 29.293 1.602
H -7.820 27.161 3.266
H -6.855 24.533 3.352
H -3.767 27.238 2.277
H -4.400 23.470 3.067
H -3.231 24.662 2.340
H -4.586 23.845 1.386
C -5.961 4.846 5.614
C -6.891 5.404 4.563
N -6.721 4.757 3.229
C -6.611 3.411 3.034
C -6.321 3.276 1.662
N -6.478 4.490 1.034
C -6.636 5.401 2.039
C -6.377 4.779 -0.378
H -6.225 3.893 6.071
H -5.737 5.533 6.430
H -4.969 4.732 5.176
H -6.653 6.464 4.483
H -7.906 5.242 4.925
H -6.671 2.809 3.929
H -6.073 2.378 1.117
H -6.856 6.457 1.994
H -6.200 5.847 -0.510
H -7.253 4.563 -0.989
H -5.518 4.175 -0.671
C -6.911 25.475 -5.011
C -6.861 25.507 -3.479
N -7.193 24.203 -2.990
C -6.574 23.073 -3.368
C -7.058 22.044 -2.590
N -8.076 22.523 -1.775
C -8.137 23.847 -2.050
C -8.874 21.900 -0.704
H -6.924 26.505 -5.370
H -7.796 24.996 -5.429
H -5.996 24.997 -5.360
H -7.527 26.254 -3.046
H -5.840 25.679 -3.141
H -5.724 23.048 -4.034
H -6.715 21.037 -2.405
H -8.910 24.464 -1.617
H -8.512 20.926 -0.375
H -9.772 21.499 -1.174
H -9.067 22.545 0.153
C 0.337 19.197 11.933
C -0.571 19.872 10.760
N -1.969 19.468 10.968
C -2.995 20.304 10.861
C -4.189 19.551 11.126
N -3.819 18.262 11.262
C -2.426 18.261 11.261
C -4.603 17.059 11.521
H 1.151 19.826 12.291
H 0.885 18.411 11.413
H -0.252 18.833 12.776
H -0.309 19.841 9.702
H -0.485 20.928 11.016
H -2.862 21.333 10.560
H -5.253 19.734 11.164
H -1.819 17.393 11.473
H -4.056 16.266 11.011
H -5.573 17.063 11.024
H -4.560 16.839 12.588
C -10.426 9.763 -3.092
C -10.567 8.966 -1.786
O -10.134 9.510 -0.711
O -11.060 7.862 -1.764
H -9.377 9.899 -3.355
H -10.568 10.794 -2.767
H -11.068 9.566 -3.950
C 5.031 18.212 6.702
C 5.245 16.729 6.927
O 6.359 16.244 6.540
O 4.366 16.083 7.497
H 5.582 18.464 5.796
H 5.325 18.809 7.565
H 3.963 18.351 6.530
B -11.722 17.671 -3.967
F -11.978 18.924 -3.609
F -10.918 16.984 -3.134
F -12.938 17.068 -3.915
F -11.149 17.733 -5.230
B -10.327 10.265 10.677
F -10.614 9.604 11.816
F -9.369 9.526 9.992
F -11.430 10.195 9.833
F -9.931 11.607 10.973
B -1.206 18.480 -1.395
F -2.092 19.028 -2.259
F -1.720 18.430 -0.145
F -0.911 17.202 -1.815
F -0.069 19.254 -1.362
B -1.391 7.483 4.241
F -1.439 6.102 3.760
F -0.110 7.900 4.134
F -2.286 8.226 3.579
F -1.759 7.551 5.539
B -8.380 19.461 6.238
F -8.895 20.584 6.866
F -8.512 18.351 7.087
F -9.077 19.124 5.145
F -7.082 19.758 5.817
*
```